[1]
CH15NO5 | ωB97M-V/def2-TZVPD

Output
Total energy: -478.03211 Ha
Charge: 0
ΔE to the lowest compared entry with this formula, charge and spin: 92.1 kJ/mol
Frontier orbital gap: 9.81 eV
SMILES: CN.O.O.O.O.O
LUMO energy: 0.384 eV

```
22
Properties=species:S:1:pos:R:3:forces:R:3
C -0.1481 0.2603 1.0173 0.35 -0.40 -0.75
N -0.6235 -1.0326 0.5398 -0.62 -0.47 -0.13
H 0.7305 0.5810 0.4506 0.18 0.23 0.21
H -0.9083 1.0245 0.8622 -0.12 -0.05 0.10
H 0.1001 0.1876 2.0653 0.08 0.10 0.34
H -0.0252 -1.8187 0.7539 0.27 0.27 0.31
H -0.7020 -1.0358 -0.4691 -0.01 0.24 -0.03
O 4.4842 0.2359 1.4579 0.17 -0.55 -0.20
H 3.8046 0.7865 1.0685 -0.03 0.28 0.23
H 4.8475 0.6778 2.2268 -0.16 0.28 0.00
O 3.4965 -0.5931 -2.3933 -0.27 0.07 0.07
H 2.5989 -0.9375 -2.4678 0.06 -0.08 -0.09
H 3.3862 0.1671 -1.8139 0.17 0.01 0.00
O -3.0213 0.7226 -0.8361 0.05 -0.12 -0.41
H -3.1064 0.1774 -0.0367 0.02 0.14 0.30
H -3.5857 0.2978 -1.4902 -0.13 0.07 0.05
O -3.3427 -0.3843 1.8324 -0.71 0.20 -0.21
H -3.2255 -1.3126 1.6090 0.43 0.01 0.20
H -2.5734 -0.1036 2.3319 0.23 -0.27 -0.07
O -0.5680 0.3490 -2.2916 0.04 -0.04 -0.07
H -1.4379 0.5498 -1.9040 0.07 0.11 0.16
H -0.1806 1.2010 -2.5128 -0.07 -0.03 -0.01
```
Forces are in eV/Å.

Atom charges from the Mulliken analysis, given in e for atoms 1 to 4: C -0.790; N -0.447; H 0.158; H 0.295

=====

[2]
C23H55ClO6P | ωB97M-V/def2-TZVPD

Output
Total energy: -2161.84754 Ha
Charge: +1
Frontier orbital gap: 7.15 eV
LUMO energy: -4.696 eV

```
86
Properties=species:S:1:pos:R:3:forces:R:3
C -0.3473 4.2185 -0.7374 -0.28 -6.91 1.39
C -0.4117 2.9672 -0.2980 -0.20 5.11 -3.01
P -0.8199 1.1013 -0.2182 -0.02 2.38 -0.87
Cl 0.3131 0.1166 -1.6873 -1.11 1.10 1.78
C -2.6629 0.7926 -0.5275 -1.51 0.57 -0.87
C -3.4597 2.0982 -1.1125 -0.60 2.41 2.27
C -3.7725 3.1752 -0.1841 0.99 -3.05 -2.32
H -0.2547 5.2418 -1.2818 -0.15 -2.27 1.59
H -0.5198 0.6159 1.0959 0.31 0.18 -0.81
H -3.2332 0.5088 0.4454 1.58 0.53 -1.38
H -2.7963 -0.1258 -1.2362 0.55 1.74 1.15
H -3.7821 2.1571 -2.2223 0.20 -0.65 2.23
H -4.7149 3.8242 -0.3146 2.15 -0.66 -0.12
H -3.0359 3.3090 0.6894 -1.85 -0.39 -0.91
C 1.3346 -4.5177 -3.9047 -0.04 -0.27 -0.15
C 2.4419 -3.7158 -3.2394 -0.68 0.20 -0.06
C 2.0530 -3.2966 -1.8299 0.27 -0.02 0.31
O 2.7193 -2.5551 -4.0195 0.25 0.19 0.04
H 0.4194 -3.9230 -3.9908 0.10 0.01 0.13
H 1.6236 -4.8020 -4.9205 0.05 -0.01 0.15
H 1.1093 -5.4255 -3.3378 0.01 0.04 -0.05
H 3.3582 -4.3126 -3.2052 0.01 0.24 -0.09
H 1.1621 -2.6587 -1.8425 -0.10 -0.16 -0.13
H 2.8539 -2.7112 -1.3680 0.00 -0.12 -0.03
H 1.8493 -4.1681 -1.2013 -0.01 0.09 0.00
H 1.9127 -2.0204 -4.0558 0.10 -0.27 -0.14
C -0.9779 7.7050 -0.1210 0.20 -0.22 -0.10
C -2.4395 7.2831 -0.1446 0.13 0.76 0.27
C -3.3304 8.4000 -0.6644 -0.25 -0.07 -0.21
O -2.8496 6.9243 1.1736 -0.04 -0.38 0.12
H -0.8290 8.5642 0.5407 -0.07 -0.01 -0.14
H -0.3506 6.8961 0.2663 -0.05 0.08 0.03
H -0.6275 7.9712 -1.1225 0.00 0.07 0.07
H -2.5563 6.3959 -0.7756 -0.12 -0.07 0.21
H -3.2644 9.2838 -0.0215 0.14 -0.06 -0.06
H -4.3784 8.0869 -0.6645 0.14 -0.02 -0.05
H -3.0509 8.6870 -1.6818 -0.04 0.03 0.09
H -2.7499 7.7034 1.7397 -0.04 -0.17 -0.17
C 2.0207 -2.9990 2.8836 -0.10 0.34 0.39
C 0.6181 -3.5850 2.8799 0.62 -0.18 -0.45
C 0.5823 -4.9303 2.1730 -0.26 -0.21 0.06
O -0.2717 -2.6813 2.2239 -0.48 0.50 -0.12
H 2.3775 -2.8319 1.8621 0.01 -0.24 0.05
H 2.0293 -2.0259 3.3849 -0.10 -0.09 0.07
H 2.7227 -3.6609 3.3935 -0.10 0.19 -0.17
H 0.2652 -3.7008 3.9089 -0.16 0.17 -0.17
H 0.8888 -4.8303 1.1264 0.16 0.05 0.11
H -0.4343 -5.3345 2.1674 0.10 0.03 0.10
H 1.2426 -5.6510 2.6624 -0.04 0.06 -0.11
H 0.0335 -2.5732 1.3116 0.07 -0.26 0.26
C -2.8858 -0.8814 -5.4912 0.09 0.14 -0.33
C -2.1734 -2.1887 -5.1826 -0.54 0.24 0.40
C -3.0451 -3.1103 -4.3446 0.06 -0.34 -0.07
O -0.9622 -1.9136 -4.4799 0.46 0.10 0.13
H -3.1274 -0.3406 -4.5692 -0.08 -0.13 0.05
H -2.2432 -0.2241 -6.0840 -0.08 -0.12 0.00
H -3.8118 -1.0576 -6.0450 0.06 0.06 0.08
H -1.9019 -2.6886 -6.1169 0.20 0.08 0.18
H -3.2921 -2.6474 -3.3828 -0.06 0.11 -0.08
H -2.5159 -4.0410 -4.1206 -0.07 0.08 -0.10
H -3.9758 -3.3535 -4.8640 0.06 0.02 0.10
H -1.1926 -1.4705 -3.6501 -0.08 -0.17 -0.28
C -2.1833 2.6392 4.6822 -0.03 -0.29 -0.01
C -1.0676 3.2968 3.8853 -0.44 0.38 0.54
C -0.5575 4.5504 4.5774 0.31 0.10 -0.06
O -1.5503 3.6365 2.5850 -0.03 -0.23 -0.48
H -3.0384 3.3149 4.7885 0.14 0.06 0.06
H -2.5487 1.7456 4.1671 0.09 0.02 0.08
H -1.8396 2.3519 5.6794 -0.08 0.03 -0.09
H -0.2438 2.5887 3.7528 -0.08 0.08 -0.19
H -1.3559 5.2927 4.6799 -0.04 -0.15 0.06
H 0.2359 5.0190 3.9878 -0.03 -0.11 0.08
H -0.1651 4.3204 5.5715 -0.05 0.05 -0.08
H -2.2809 4.2636 2.6948 0.23 0.00 0.00
C 6.3085 -5.3633 1.0815 0.03 -0.05 -0.33
C 5.4353 -4.2384 1.6145 0.39 -0.48 0.46
C 6.0583 -3.5864 2.8388 -0.04 0.32 0.06
O 4.1506 -4.7568 1.9558 -0.10 -0.14 -0.19
H 6.4337 -6.1503 1.8326 0.05 0.15 0.05
H 5.8429 -5.8306 0.2088 0.06 0.11 0.05
H 7.2969 -4.9940 0.7950 -0.06 -0.07 0.04
H 5.2865 -3.4869 0.8331 -0.21 -0.11 0.07
H 6.1747 -4.3114 3.6512 0.08 -0.05 -0.13
H 5.4144 -2.7873 3.2182 0.08 -0.03 -0.09
H 7.0392 -3.1638 2.6050 -0.07 -0.05 0.07
H 4.2720 -5.4236 2.6474 0.07 0.12 -0.22
```
Forces are in eV/Å.

Atom charges from the Mulliken analysis, given in e for atoms 1 to 4: C 0.576; C -1.040; P 0.650; Cl -0.128

=====

[3]
C32H36Cl3N3ORuS3Te | ωB97M-V/def2-TZVPD

Output
Total energy: -4418.68518 Ha
Multiplicity: 2
⟨S²⟩: 0.771
Charge: -1
ΔE to the lowest compared entry with this formula, charge and spin: 0.0 kJ/mol
Frontier orbital gap (alpha / beta): 5.76 / 5.70 eV
LUMO energy (alpha / beta): 1.991 / 1.990 eV

```
80
Properties=species:S:1:pos:R:3:forces:R:3
Ru 0.2328 0.1355 2.9573 0.64 0.77 -0.06
Cl -2.0859 1.9646 1.8740 -0.25 -0.02 0.13
C -3.2142 0.7558 1.3154 -0.01 0.04 -0.01
C -4.3854 1.2374 0.7536 0.01 0.03 0.02
C -5.3502 0.3587 0.2933 -0.03 0.00 0.01
C -5.1214 -1.0041 0.4067 0.00 0.02 0.09
C -3.9425 -1.4613 0.9661 -0.03 -0.02 -0.02
Cl -3.7355 -3.1883 1.0397 0.02 0.02 0.01
C -2.9208 -0.6117 1.4506 0.12 0.02 -0.05
S -1.4732 -1.3173 2.1132 -0.25 0.05 0.01
H -4.5255 2.3076 0.6827 -0.01 0.00 0.00
H -6.2616 0.7291 -0.1555 -0.01 0.00 0.00
H -5.8450 -1.7252 0.0528 -0.01 0.00 -0.01
C 0.8655 1.3502 7.3979 -0.01 0.00 0.00
C 1.0253 1.2277 5.9023 0.15 0.12 0.01
S -0.3872 0.7098 5.0078 -0.09 -0.75 -0.20
C 2.1610 1.5131 5.2372 -0.18 -0.14 0.06
C 3.4256 1.9654 5.9090 0.04 0.04 -0.01
S 2.2306 1.3180 3.5152 -0.29 -0.05 -0.23
H -0.1756 1.1970 7.6814 0.00 0.00 -0.01
H 1.1686 2.3340 7.7655 0.00 0.00 -0.01
H 1.4624 0.6004 7.9247 -0.01 0.00 0.00
H 3.2632 2.2240 6.9554 0.00 0.00 0.00
H 3.8390 2.8374 5.3967 0.00 -0.01 0.00
H 4.1819 1.1781 5.8646 0.00 0.00 0.01
C 1.1240 2.4004 -5.6300 -0.03 0.01 0.00
C 2.1043 2.2295 -4.4631 0.03 -0.03 -0.02
C 3.4561 1.7742 -5.0215 0.02 0.03 -0.03
C 2.2638 3.6021 -3.7904 0.01 0.00 0.01
C 1.5427 1.1937 -3.4315 -0.10 -0.05 0.21
O 0.2666 1.6252 -2.9938 -0.04 -0.01 0.06
C 1.4837 -0.2297 -4.0313 0.18 0.06 0.00
C 0.6702 -1.2738 -3.2557 0.00 0.02 0.03
C -0.8223 -1.0562 -3.3465 0.02 -0.08 -0.09
C -1.6251 -0.8778 -2.2263 -0.04 0.05 0.03
C -2.9875 -0.6446 -2.3583 0.02 0.01 -0.09
C -3.5499 -0.6051 -3.6233 0.00 0.00 0.11
Cl -5.2574 -0.3091 -3.8084 -0.03 0.01 0.05
C -2.7805 -0.8037 -4.7538 -0.01 -0.01 -0.08
C -1.4228 -1.0306 -4.6045 0.04 0.01 -0.01
C 2.4554 1.1688 -2.1568 0.22 -0.14 0.13
N 1.8154 1.3796 -0.8755 -0.37 0.00 -0.17
C 1.3668 0.4621 -0.0115 -0.22 0.01 -0.23
N 0.6856 1.0526 0.9464 0.41 -0.55 0.21
C 0.7656 2.3730 0.6345 0.18 -0.03 -0.16
N 1.4323 2.6120 -0.4685 -0.02 0.05 -0.04
H 1.5358 3.1167 -6.3435 0.01 -0.01 0.00
H 0.1675 2.8004 -5.2892 0.01 0.00 0.00
H 0.9412 1.4725 -6.1737 -0.01 0.00 0.01
H 3.8848 2.5706 -5.6338 0.00 0.00 0.00
H 3.3621 0.8878 -5.6513 0.00 0.01 0.00
H 4.1741 1.5537 -4.2279 -0.01 0.00 -0.01
H 2.2890 4.3842 -4.5520 0.02 -0.01 0.00
H 3.1921 3.6812 -3.2229 -0.02 0.00 0.01
H 1.4373 3.8048 -3.1098 -0.01 0.00 -0.02
H -0.3917 1.3966 -3.6592 -0.02 -0.08 0.04
H 2.5137 -0.5819 -4.1304 -0.01 -0.04 0.01
H 1.0888 -0.1957 -5.0481 0.01 0.09 0.01
H 0.9857 -1.3369 -2.2146 -0.06 0.11 0.08
H 0.8968 -2.2546 -3.6844 0.04 0.02 -0.02
H -1.2007 -0.9007 -1.2280 0.04 -0.01 0.01
H -3.6023 -0.4908 -1.4853 -0.03 0.02 0.04
H -3.2402 -0.7850 -5.7327 0.01 0.00 0.00
H -0.8210 -1.1947 -5.4920 -0.01 -0.01 0.00
H 3.2338 1.9216 -2.2349 0.02 -0.03 0.01
H 2.9452 0.1978 -2.0793 0.04 0.01 -0.05
H 1.5405 -0.5992 -0.0933 0.02 -0.01 0.06
H 0.3366 3.1495 1.2427 0.06 0.00 -0.02
Te 1.7772 -1.9660 3.1154 -0.24 0.43 0.22
C 0.4901 -3.5151 3.7937 0.03 -0.02 -0.13
C -0.6474 -3.2768 4.5594 0.02 0.06 0.09
C -1.4073 -4.3349 5.0363 -0.01 -0.01 0.01
C -1.0461 -5.6481 4.7636 0.02 0.03 -0.01
C 0.0873 -5.8934 4.0016 -0.02 0.00 0.00
C 0.8442 -4.8341 3.5187 0.02 -0.02 -0.04
H -0.9459 -2.2578 4.7753 0.04 -0.04 0.01
H -2.2940 -4.1256 5.6231 0.00 -0.01 0.00
H -1.6449 -6.4702 5.1366 0.00 0.00 0.00
H 0.3798 -6.9114 3.7708 0.00 0.00 0.00
H 1.7186 -5.0423 2.9115 0.00 0.01 0.01
```
Forces are in eV/Å.

Atom charges from the Mulliken analysis, given in e for atoms 1 to 4: Ru 0.160; Cl -0.212; C 0.777; C -0.728

=====

[4]
C32H37ClN2Si2Tc | ωB97M-V/def2-TZVPD

Output
Total energy: -2470.37786 Ha
Multiplicity: 4
⟨S²⟩: 3.788
Charge: +2
ΔE to the lowest compared entry with this formula, charge and spin: 3.3 kJ/mol
Frontier orbital gap (alpha / beta): 5.02 / 4.85 eV
LUMO energy (alpha / beta): -6.557 / -8.435 eV

```
75
Properties=species:S:1:pos:R:3:forces:R:3
C 0.6525 -0.4765 -2.5837 1.65 -0.98 -1.40
C -0.4790 -0.8013 -3.4165 1.04 -0.85 -0.55
C -0.4611 0.0874 -4.5230 -0.01 0.03 -0.69
H -1.1560 -1.6498 -3.2896 0.15 0.50 -0.04
C 0.6070 1.0225 -4.3533 0.84 -0.35 -1.13
C 1.3465 0.6604 -3.1904 0.12 -1.04 -0.35
H 2.2862 1.1146 -2.8617 -0.52 -0.18 -0.09
H 1.0227 -1.0691 -1.7547 -0.30 0.21 -0.12
H -1.1774 0.0682 -5.3452 0.22 0.11 0.29
H 0.8736 1.8265 -5.0371 -0.22 -0.17 0.18
Tc -0.6207 1.1562 -2.5979 0.21 -0.63 3.11
Si -2.1646 2.8358 -3.1263 -5.25 3.31 -0.97
C -4.0386 2.4438 -3.3765 0.78 -0.75 -0.15
C -4.9561 3.4792 -3.2289 -0.54 0.16 -0.26
H -4.6599 4.4166 -2.7553 -0.05 -0.14 -0.20
C -6.2648 3.3401 -3.6972 0.14 -0.16 0.17
H -6.9832 4.1525 -3.5671 0.25 -0.22 -0.08
C -6.6695 2.1373 -4.2843 0.17 0.05 0.07
H -7.7084 2.0092 -4.6048 0.47 0.04 0.00
C -5.7554 1.0904 -4.4053 -0.17 -0.24 0.06
H -6.0692 0.1431 -4.8458 0.04 0.25 0.09
C -4.4466 1.2308 -3.9373 -0.41 0.52 -0.18
H -3.7380 0.4046 -4.0573 -0.25 0.08 0.00
C -2.1633 4.0415 -4.5791 0.90 0.13 -0.37
C -2.1485 3.5275 -5.8891 -0.53 0.84 -0.02
H -1.8389 2.4983 -6.0698 -0.21 0.11 -0.10
C -2.5854 4.3364 -6.9556 0.18 0.05 0.19
H -2.6431 3.9045 -7.9657 0.11 0.35 0.52
C -2.9522 5.6801 -6.7295 0.08 -0.28 0.19
H -3.2751 6.3123 -7.5718 0.16 -0.43 0.51
C -2.8918 6.2162 -5.4298 0.12 -0.57 -0.24
H -3.1796 7.2580 -5.2459 0.20 -0.48 -0.08
C -2.4846 5.3937 -4.3670 -0.12 0.13 -0.07
H -2.4483 5.8172 -3.3545 -0.08 -0.20 -0.48
H -2.0006 1.2146 -3.6035 0.26 -0.10 0.63
Si -4.6815 3.3874 0.4913 0.82 -1.33 -0.61
C -3.2593 4.2048 -0.4315 0.29 1.34 0.66
C -2.2961 3.3557 -1.1342 0.43 -1.90 -0.42
H -2.1554 2.3641 -0.6332 -0.19 0.75 -0.39
C -1.0984 3.9446 -1.7343 2.09 1.35 0.97
H -0.2231 3.2964 -2.0526 -0.69 1.06 0.50
C -0.8164 5.3165 -1.4814 -0.07 0.09 -0.15
H 0.1418 5.7330 -1.8416 -0.79 -0.06 0.15
C -1.7239 6.0829 -0.7565 1.36 0.64 -0.70
H -1.5170 7.1481 -0.6095 0.05 -0.49 0.05
C -2.9083 5.5425 -0.2086 -0.97 -1.83 -0.23
H -3.5158 6.1944 0.4289 0.04 -0.34 -0.33
C -5.5042 1.9210 -0.3292 -0.11 0.01 0.20
C -4.9437 0.6363 -0.3745 -0.62 -0.10 -0.32
H -3.9500 0.4568 0.0585 -0.48 0.07 -0.11
C -5.6879 -0.4264 -0.9074 0.39 0.00 0.13
H -5.2157 -1.4081 -0.9911 -0.27 0.16 0.12
C -7.0054 -0.2436 -1.3372 0.10 0.44 -0.09
H -7.5790 -1.0732 -1.7613 0.26 0.28 0.24
C -7.5767 1.0323 -1.2600 0.28 -0.18 0.06
H -8.5906 1.2054 -1.6152 0.16 -0.10 0.15
C -6.8303 2.0995 -0.7582 0.21 -0.09 0.00
H -7.2738 3.1002 -0.6906 0.06 -0.45 -0.09
H -5.6686 4.3287 0.7633 -1.12 1.35 0.41
Cl -3.9673 2.5965 2.2626 0.37 0.08 0.06
N 0.6125 1.7855 -0.7670 0.44 0.24 0.39
C 1.1679 0.7352 0.1462 0.86 0.76 -0.08
C 0.0740 -0.0083 0.8843 -0.24 -0.56 0.39
C -1.3505 0.3087 0.4450 -0.17 0.01 -0.35
N -1.5680 -0.0057 -1.0473 -1.54 -0.80 1.30
H 0.1355 2.4783 -0.1870 -0.20 -0.10 -0.06
H 1.4134 2.3189 -1.1150 -0.18 -0.12 0.02
H 1.8061 0.0637 -0.4432 -0.20 0.34 0.26
H 1.8463 1.2520 0.8514 -0.33 -0.34 -0.25
H 0.2624 -1.0859 0.7928 -0.15 0.11 0.07
H 0.1644 0.2107 1.9572 -0.24 -0.08 -0.26
H -2.0762 -0.2852 1.0156 0.28 0.04 -0.11
H -1.6145 1.3587 0.6469 0.13 -0.47 -0.13
H -1.4206 -1.0324 -1.1059 0.17 0.87 -0.12
H -2.5882 0.0447 -1.2326 0.38 0.24 0.25
```
Forces are in eV/Å.

Atom charges from the Mulliken analysis, given in e for atoms 1 to 4: C -0.738; C 0.019; C -0.682; H 0.520